Record 1
Formula: C27H63N9O9Y
Source: OMol25
Level of theory: ωB97M-V with the def2-TZVPD basis set

The geometry in XYZ format:
```
109
Properties=species:S:1:pos:R:3:forces:R:3
Y 21.555 -12.529 -14.551 -0.314 -0.515 0.619
O 21.953 -10.400 -15.450 0.021 0.999 -0.763
O 23.373 -11.721 -13.296 0.017 0.504 -0.257
O 23.141 -12.644 -16.143 0.555 -0.135 -0.621
O 21.302 -13.311 -12.332 1.142 -0.516 1.079
O 20.647 -10.845 -13.323 0.360 0.026 0.612
O 19.143 -12.866 -14.183 -3.767 -0.612 -0.555
O 20.434 -12.407 -16.734 -0.737 0.273 -0.987
O 23.574 -14.309 -13.873 0.456 -2.164 -0.412
O 20.915 -14.713 -15.176 1.267 1.575 -0.437
N 24.220 -12.639 -18.183 -0.453 1.491 -0.663
N 20.315 -8.625 -12.810 -1.179 -0.167 0.267
N 20.007 -12.563 -18.975 -0.509 -1.605 -2.103
N 22.808 -8.627 -16.628 -1.038 -0.162 -0.403
N 24.974 -15.945 -13.100 -0.304 1.219 -0.884
N 20.605 -13.501 -10.199 2.704 0.006 -1.843
N 25.487 -11.083 -12.664 0.181 0.402 -3.409
N 19.388 -16.245 -15.948 2.590 0.418 2.802
N 17.160 -13.955 -13.575 0.350 -0.640 -0.744
C 21.525 -13.730 -11.174 -2.877 0.126 -0.136
C 24.255 -11.541 -12.472 1.500 -0.020 1.761
C 24.065 -15.465 -13.973 0.223 1.896 0.930
C 20.458 -15.824 -15.147 -3.675 -2.599 -0.735
C 26.550 -10.973 -11.687 -1.011 0.291 1.379
C 17.876 -13.068 -14.310 2.883 -0.740 1.408
C 19.937 -9.889 -13.070 -0.249 1.770 -0.683
C 25.454 -13.043 -18.961 -0.238 -0.540 0.375
C 15.717 -14.086 -13.804 -0.516 0.361 0.053
C 19.370 -11.932 -20.184 0.418 0.927 1.220
C 19.201 -7.647 -12.583 1.101 0.326 -0.103
C 18.996 -15.475 -17.050 0.387 0.849 -1.733
C 19.547 -12.584 -10.371 -1.163 0.255 -0.298
C 25.730 -17.120 -13.386 0.231 -0.602 -1.198
C 21.817 -9.321 -16.032 0.662 0.568 -0.647
C 22.705 -7.256 -17.112 -0.352 0.783 -1.694
C 25.885 -10.692 -14.006 0.931 -0.515 -1.147
C 19.847 -12.059 -17.781 0.201 0.821 1.110
C 21.616 -8.013 -13.015 0.684 0.449 0.408
C 20.526 -14.327 -9.065 0.634 -0.901 0.987
C 17.716 -14.959 -12.630 2.032 1.094 0.854
C 24.058 -12.976 -16.885 0.908 -0.325 -1.929
C 23.367 -11.595 -18.906 0.767 -0.519 0.085
C 20.859 -13.739 -19.181 0.839 0.114 0.332
C 18.659 -17.483 -15.766 0.242 0.345 0.267
C 24.168 -9.028 -16.637 1.678 -0.514 1.114
C 25.617 -15.108 -12.121 -1.226 0.595 1.126
H 18.345 -17.808 -16.758 0.067 -0.421 0.240
H 18.198 -8.071 -12.625 0.315 -0.275 -0.160
H 20.872 -8.777 -16.182 -0.242 -0.353 0.408
H 19.276 -12.220 -9.380 0.146 0.599 -0.195
H 17.225 -12.536 -15.021 0.438 0.137 0.094
H 19.806 -11.845 -11.129 -0.074 0.111 0.393
H 21.612 -7.424 -13.932 -0.052 -0.159 -0.273
H 19.325 -6.882 -13.349 -0.330 0.111 0.004
H 17.793 -16.026 -12.841 -1.165 0.086 -0.889
H 21.357 -15.033 -9.038 0.019 -0.055 -0.107
H 23.362 -7.128 -17.972 0.374 -0.462 0.003
H 25.410 -17.936 -12.738 0.569 -0.127 -0.104
H 20.747 -16.573 -14.394 0.079 -0.028 -0.162
H 21.822 -13.416 -19.576 -0.101 -0.120 -0.132
H 20.620 -13.732 -8.157 -0.601 -0.197 0.170
H 22.492 -8.662 -12.996 -0.533 -0.606 -0.257
H 20.125 -11.269 -20.607 0.101 -0.524 -0.703
H 18.663 -13.122 -10.711 -0.227 0.036 -0.224
H 19.291 -18.215 -15.263 -0.288 -0.130 -0.056
H 19.141 -11.218 -17.862 0.027 0.077 0.750
H 22.289 -14.439 -10.817 0.315 0.306 -0.669
H 18.842 -9.879 -13.187 0.001 -0.818 0.396
H 24.929 -14.334 -11.782 -0.150 0.002 -0.123
H 27.350 -10.302 -12.000 -0.234 -0.200 -0.296
H 24.250 -11.730 -11.388 -1.344 -0.467 0.140
H 19.617 -15.849 -17.863 -0.151 0.268 -0.587
H 26.190 -9.647 -14.068 -0.268 0.084 0.140
H 22.393 -11.286 -18.528 0.224 -0.721 1.002
H 21.856 -7.280 -12.245 -0.466 -0.021 0.300
H 24.903 -13.648 -16.669 -0.330 -0.070 1.014
H 26.501 -14.579 -12.476 0.244 -0.452 -0.139
H 25.230 -13.790 -19.723 -0.448 0.215 -0.081
H 18.773 -14.765 -12.447 0.353 0.625 -0.703
H 18.871 -12.600 -20.886 0.570 -0.277 0.217
H 23.945 -10.673 -18.959 0.151 -0.183 -0.345
H 18.621 -11.204 -19.871 -0.227 -0.262 0.366
H 19.314 -7.162 -11.614 0.106 -0.106 0.013
H 26.751 -11.267 -14.333 0.480 -0.043 0.467
H 26.012 -12.239 -19.441 -0.651 0.476 0.138
H 26.790 -16.865 -13.372 0.075 -0.340 0.710
H 26.047 -10.487 -10.851 0.575 -0.133 0.562
H 21.777 -6.975 -17.610 -0.559 -0.380 0.717
H 19.613 -14.911 -9.183 -0.163 -0.004 0.770
H 20.484 -14.518 -19.846 -0.552 0.444 -0.075
H 21.064 -14.203 -18.216 -0.046 0.206 -0.049
H 17.967 -15.634 -17.372 -0.089 0.123 0.474
H 25.784 -15.745 -11.252 0.610 0.199 -0.011
H 24.615 -8.193 -16.097 1.052 -0.407 0.038
H 24.393 -9.979 -16.155 -0.700 0.299 0.424
H 25.617 -17.359 -14.443 -0.453 -0.519 0.052
H 26.217 -13.534 -18.356 -0.372 0.052 0.608
H 23.035 -6.438 -16.472 -0.216 -0.451 0.779
H 15.221 -13.707 -12.910 -0.263 -0.847 0.201
H 15.245 -13.479 -14.577 0.927 0.490 -0.353
H 23.869 -16.184 -14.784 -0.397 0.236 0.028
H 25.216 -10.950 -14.827 -0.727 0.199 0.825
H 19.241 -14.422 -16.905 -0.275 -0.100 0.086
H 15.465 -15.092 -14.140 -0.038 -0.172 0.757
H 23.133 -11.982 -19.898 0.534 0.165 -0.114
H 17.418 -14.838 -11.589 -1.186 0.066 -0.270
H 26.949 -11.940 -11.379 0.072 0.052 -0.134
H 24.690 -9.165 -17.585 -0.644 0.672 -0.524
H 17.785 -17.211 -15.175 -0.220 -0.599 0.045
```
Forces are in eV/Å.

energy relative to the best compared isomer or geometry (same formula, charge and spin)	99.7	kcal/mol
Kohn-Sham gap	10.24	eV
total charge	+3
maximum force	0.089	hartree/bohr


Record 2
Formula: C27H64N2O6
Source: OMol25
Level of theory: ωB97M-V with the def2-TZVPD basis set

The geometry in XYZ format:
```
99
Properties=species:S:1:pos:R:3:forces:R:3
O -4.813 -1.476 1.340 -0.901 1.386 1.105
O 0.322 2.834 0.841 -0.498 0.853 0.011
O 0.999 4.611 -1.538 -0.144 0.232 -1.023
O 0.319 -6.391 1.057 -1.532 -1.548 -0.686
O 0.028 -0.608 -1.379 -0.129 -0.308 -0.645
O 1.401 0.188 0.917 -1.095 -0.636 0.146
N 1.279 -5.683 1.671 3.739 3.323 2.154
N -0.108 4.639 -2.440 -1.182 -1.707 0.103
C -4.558 -3.764 1.118 0.092 -2.271 0.183
C -1.979 2.142 0.598 -0.383 -0.188 -0.001
C 2.101 -7.734 2.802 0.090 0.288 0.506
C 1.279 3.833 -4.387 -0.327 0.307 -0.129
C 3.354 -0.206 -0.481 -0.973 0.060 0.672
C 2.935 -5.362 3.512 -1.619 -1.685 0.373
C 0.484 -6.207 4.022 0.493 -0.619 -0.501
C 1.074 -3.929 -0.035 0.387 0.407 0.272
C -1.138 6.601 -1.294 1.372 -0.782 0.240
C 1.103 -4.191 1.483 -0.441 0.141 0.336
C 3.099 1.792 1.241 -0.158 -0.564 -1.020
C -0.240 -3.654 2.064 -0.146 -0.404 -0.075
C 1.688 -6.243 3.020 -0.325 0.920 -1.077
C -1.286 4.134 2.086 0.403 -1.118 -0.183
C -1.897 5.913 -3.533 0.088 -0.669 -1.949
C 0.409 6.845 -3.285 0.960 1.821 -0.572
C 0.016 3.624 -3.564 -0.120 0.784 1.080
C 2.661 -3.870 3.527 0.498 -1.601 -0.009
C 2.785 0.302 0.881 3.220 1.432 0.164
C -1.716 5.082 -4.886 0.415 -0.498 1.147
C 2.305 -3.414 2.151 -0.628 0.388 -0.830
C 0.011 2.235 -2.921 0.102 0.102 -0.042
C -3.572 -2.181 -0.517 -0.208 -0.460 0.006
C -0.911 2.694 1.588 0.065 0.819 -1.671
C -1.245 3.673 -4.460 -0.113 1.244 0.088
C -0.596 5.980 -2.652 -2.278 -0.132 0.543
C -3.896 -2.454 0.989 0.487 0.905 -2.436
H 3.019 -1.232 -0.633 0.021 -0.146 0.102
H 0.719 1.963 0.763 -0.019 -0.303 -0.137
H 3.242 -0.232 1.714 -0.102 -0.746 -0.141
H 0.034 1.493 -3.719 -0.346 -0.170 0.059
H -3.999 -4.545 0.603 0.402 -0.184 0.355
H 3.150 -5.698 4.526 0.001 -0.110 0.196
H 0.750 -0.276 -0.846 0.027 0.046 0.319
H 2.909 0.360 -1.300 0.086 0.267 -0.048
H 0.907 -7.084 0.747 -0.796 -0.577 -0.840
H -0.448 6.583 -0.450 1.004 0.069 -0.405
H 0.016 7.862 -3.282 0.238 0.301 0.086
H -0.685 -2.864 1.459 0.484 0.387 -0.074
H -2.329 6.878 -3.801 0.751 0.568 0.124
H -1.369 7.661 -1.395 -0.670 -0.236 -0.214
H 2.882 -8.002 2.090 0.330 0.921 -0.218
H -2.792 -2.807 -0.951 0.200 -0.018 0.183
H -2.209 4.062 2.661 -0.010 0.340 -0.080
H 0.852 1.975 -2.279 0.218 0.482 -0.005
H -0.141 -3.301 3.091 -0.081 -0.035 0.047
H -1.024 -4.409 2.023 0.144 -0.354 0.215
H 3.582 -3.456 3.935 -0.179 0.694 -0.133
H -2.996 -2.302 1.584 -0.077 -0.319 0.229
H 1.357 6.823 -2.747 -0.029 0.044 0.105
H 4.139 2.049 1.444 0.063 -0.351 -0.117
H -1.374 4.796 1.225 -0.579 -0.348 -0.308
H 0.631 -6.981 4.776 0.213 0.398 0.502
H 1.295 4.814 -4.861 -0.072 -0.052 -0.039
H 0.121 -4.227 -0.472 0.291 -0.575 -0.108
H -0.738 -0.548 -0.810 -0.170 0.004 0.125
H 2.486 -8.065 3.766 -0.209 -0.333 0.073
H 4.438 -0.201 -0.593 -0.074 0.287 0.360
H -5.517 -3.868 0.612 -0.237 0.777 -0.239
H -0.517 4.675 2.638 0.178 -0.679 0.508
H 1.968 -4.360 -0.487 -0.311 -0.515 -0.244
H 1.137 -2.876 -0.309 -0.032 0.339 0.554
H 0.630 4.123 -0.798 0.024 -0.309 0.526
H -2.150 3.350 -3.945 0.364 -0.822 0.374
H 2.153 3.784 -3.736 0.069 -0.317 -0.195
H -4.480 -2.404 -1.077 -0.169 -0.181 -0.057
H 0.283 -5.218 4.435 0.242 -0.152 0.189
H -2.752 5.506 -2.993 0.322 -0.672 0.282
H -0.884 2.163 -2.302 -0.059 -0.309 -0.181
H 2.055 -2.369 2.335 -0.571 0.284 -0.760
H 1.287 -8.382 2.478 -0.428 0.168 0.496
H -3.390 -1.136 -0.769 0.320 0.084 0.504
H 1.209 -0.100 1.812 -0.558 -0.116 -0.014
H 2.495 2.072 2.104 0.074 0.039 -0.004
H -2.984 1.904 0.945 0.064 0.155 0.942
H 1.254 3.093 -5.186 0.552 -0.161 0.058
H -1.077 5.490 -5.669 0.338 0.544 0.416
H -1.665 1.193 0.163 0.429 0.030 -0.035
H -0.437 -6.542 3.545 0.052 0.151 -0.466
H 3.820 -5.631 2.936 -0.094 0.198 -0.346
H -2.206 2.806 -0.236 0.618 0.354 -0.036
H 1.824 -3.628 4.183 0.124 -0.077 0.288
H -1.074 3.057 -5.342 -0.012 -0.207 0.086
H 3.130 -3.378 1.440 0.288 -0.361 0.139
H -5.680 -1.851 1.172 -0.167 0.266 0.043
H -2.646 4.877 -5.416 -0.391 0.493 0.266
H -4.767 -4.072 2.143 0.321 0.051 0.137
H 0.632 6.652 -4.335 -0.203 -0.370 0.049
H -1.874 5.946 -0.828 -0.874 0.316 -0.716
H -0.654 1.915 2.306 -0.645 0.376 0.806
H 2.758 2.364 0.378 0.099 0.454 0.137
```
Forces are in eV/Å.

energy relative to the best compared isomer or geometry (same formula, charge and spin)	45.7	kcal/mol
structure (SMILES)	CC1(C)CCCC(C)(C)N1O.CC1(C)CCCC(C)(C)N1O.CC(C)O.CC(C)O.CC(C)O.O
Kohn-Sham gap	8.00	eV
maximum force	0.106	hartree/bohr


Record 3
Formula: C27H64N4O11
Source: OMol25
Level of theory: ωB97M-V with the def2-TZVPD basis set

The geometry in XYZ format:
```
106
Properties=species:S:1:pos:R:3:forces:R:3
O -0.823 -0.804 0.571 -0.117 0.018 -0.011
O 3.797 -1.064 0.225 -0.102 -0.572 -0.474
O 3.763 1.249 3.416 -0.514 0.563 0.340
O -2.537 -2.261 0.670 0.153 -0.123 -0.086
O 3.230 3.724 -3.368 0.305 -0.117 -0.182
O -5.891 -0.242 -1.718 0.572 0.279 -0.287
O -10.650 1.032 -1.252 0.084 -0.057 0.003
O -2.866 -0.087 1.063 -0.114 0.285 0.099
O 8.419 -4.167 -0.458 -0.146 0.357 0.131
O -0.808 -0.254 -2.761 -0.643 -0.146 -0.041
O 0.671 -2.830 2.647 0.201 0.216 0.231
N 0.719 2.430 -2.485 0.209 0.072 0.171
N -7.785 1.759 -0.906 -0.113 0.075 -0.208
N 0.872 -0.134 3.167 -0.503 -0.198 0.587
N 5.876 -2.806 1.609 0.602 0.139 -0.318
C 2.685 1.165 4.352 0.731 0.266 0.127
C 6.526 -2.939 0.300 -1.185 -0.564 -0.195
C 0.210 -4.077 2.195 -0.147 0.057 -0.384
C -6.435 2.105 -1.295 0.439 1.060 -0.318
C -10.170 2.348 -1.108 -0.447 0.778 -0.142
C -5.429 0.980 -1.156 -0.711 -0.331 0.307
C 1.967 4.238 -3.700 -0.357 0.057 -0.325
C -5.956 -0.214 -3.129 -1.025 -0.304 -0.040
C 3.970 4.485 -2.442 -0.243 0.081 0.464
C -10.494 0.215 -0.117 -0.693 -0.631 0.234
C 0.302 0.214 -3.471 -0.066 0.168 0.223
C -2.108 -1.152 0.749 -0.009 -0.130 0.167
C 5.455 -1.456 1.917 -0.565 0.705 0.887
C -0.133 -2.283 3.679 0.085 -0.667 -0.093
C 4.934 1.763 3.976 0.777 -0.239 0.330
C 0.199 1.717 -3.640 0.043 0.191 -0.820
C 3.998 -1.151 1.634 -0.111 0.564 -0.478
C -0.774 -1.628 -2.474 -0.109 -0.683 0.406
C -8.774 2.556 -1.635 0.074 -0.360 -0.664
C 0.900 3.865 -2.687 -0.179 -0.178 -0.103
C 7.125 -4.328 0.130 1.070 0.262 -0.367
C 1.379 1.167 3.573 0.487 -0.909 -0.025
C 0.629 -1.113 4.227 0.560 0.533 -0.151
C -2.059 1.094 1.177 0.658 -0.730 -0.779
C 2.443 -1.278 -0.123 0.015 0.458 0.824
C -0.690 0.611 0.671 0.574 0.666 -0.361
C 9.029 -5.366 -0.842 0.205 -0.334 -0.095
H 6.518 -4.929 -0.556 -0.123 -0.180 0.258
H 8.820 -5.604 -1.893 -0.126 -0.070 0.078
H -6.384 2.535 -2.317 -0.172 -0.458 -0.093
H -0.453 1.043 -0.306 -0.274 -0.326 -0.171
H 0.360 -4.859 2.948 -0.065 0.004 0.013
H 4.792 2.743 4.448 -0.145 0.000 -0.077
H -5.148 0.353 -3.594 0.142 0.005 0.062
H -0.844 -4.018 1.901 -0.002 -0.089 0.084
H -0.675 -2.329 -3.320 0.264 0.633 -0.346
H 0.117 -0.635 5.065 -0.217 -0.003 -0.097
H 2.288 -1.067 -1.176 0.199 -0.145 -0.115
H 1.614 2.036 -2.213 -0.023 -0.033 -0.092
H 5.770 -2.833 -0.492 0.217 0.357 -0.085
H 0.688 1.950 -4.604 0.346 0.086 0.327
H -11.169 -0.642 -0.226 0.160 0.085 -0.275
H 5.601 -1.245 2.987 -0.051 -0.228 0.014
H 10.110 -5.259 -0.737 -0.031 0.087 -0.005
H -1.117 -2.030 3.266 0.008 0.180 0.138
H -10.847 2.998 -1.678 0.057 -0.172 -0.098
H 1.707 3.825 -4.677 0.114 -0.035 0.023
H 0.165 0.850 1.303 -0.491 -0.182 0.211
H 6.054 -0.678 1.439 0.184 -0.357 -0.376
H 5.359 1.083 4.731 -0.141 0.070 0.005
H 0.355 -0.293 -4.440 0.127 0.043 -0.038
H 5.026 4.398 -2.690 0.012 0.103 -0.090
H 1.457 -0.573 2.466 0.021 0.106 0.034
H -0.053 4.271 -3.041 0.008 0.140 0.197
H -5.962 -1.245 -3.483 0.309 -0.008 0.053
H 3.342 -1.923 2.063 0.053 -0.095 0.010
H 3.645 5.532 -2.452 0.237 0.019 -0.130
H 1.217 0.004 -2.896 0.101 -0.149 -0.217
H 8.720 -6.210 -0.212 -0.036 0.049 -0.039
H -1.732 -1.910 -2.035 0.083 0.238 0.271
H 5.058 -3.404 1.618 0.014 -0.044 0.098
H 0.635 1.704 4.164 -0.222 -0.019 -0.204
H 2.113 -2.288 0.147 0.003 -0.021 -0.198
H -4.500 1.328 -1.621 0.172 -0.287 0.089
H -7.950 0.813 -1.241 0.178 -0.099 0.330
H -5.283 0.724 -0.106 0.217 0.199 0.004
H 1.605 1.671 2.633 -0.185 0.562 0.177
H 3.727 -0.171 2.054 0.120 -0.584 0.039
H 7.267 -2.162 0.153 0.245 -0.084 0.199
H -6.066 2.955 -0.702 -0.108 -0.207 0.230
H -9.483 -0.179 0.002 0.084 0.232 0.156
H 1.580 -1.501 4.623 -0.103 -0.078 0.111
H -8.563 3.628 -1.685 0.248 -0.020 0.613
H -0.831 2.040 -3.828 -0.103 -0.299 0.309
H -2.059 1.411 2.214 -0.100 0.288 -0.018
H 0.787 -4.312 1.301 0.035 -0.143 0.030
H -10.259 2.705 -0.074 0.197 -0.285 0.086
H -6.930 0.189 -3.450 0.263 0.259 -0.084
H -2.408 1.810 0.438 -0.424 0.368 0.537
H 2.730 2.020 5.043 -0.028 0.089 -0.209
H 1.983 5.330 -3.824 0.157 -0.029 0.099
H -0.264 -3.040 4.468 -0.106 0.113 -0.025
H 7.270 -4.822 1.097 -0.356 -0.064 0.003
H 3.843 4.130 -1.410 -0.069 -0.090 -0.108
H 1.159 4.328 -1.731 -0.200 -0.026 0.067
H -10.851 0.710 0.794 0.397 0.200 -0.004
H 1.808 -0.584 0.453 -0.035 -0.084 -0.219
H 5.684 1.856 3.191 -0.130 0.045 -0.097
H 2.847 0.280 4.979 -0.274 -0.087 -0.073
H -8.732 2.257 -2.699 -0.283 0.031 0.048
H 0.030 -1.846 -1.762 -0.098 -0.089 -0.004
```
Forces are in eV/Å.

structure (SMILES)	COCCNCCOC.COCCNCCOC.COCCNCCOC.COCCNCCOC.O=C1OCCO1
Kohn-Sham gap	8.97	eV
maximum force	0.026	hartree/bohr